# 1
Here is a structure of composition C33H38BiN6O3S3 in a non-equilibrium geometry from OMol25. Energies are from ωB97M-V with the def2-TZVPD basis set.

```
84
Properties=species:S:1:pos:R:3:forces:R:3:lowdin_charge:R:1
Bi -17.55547 8.62675 0.35503 0.2761 -0.0154 -0.1854 1.482
C -11.80182 7.63501 4.62040 -0.0933 0.1076 -0.0914 -0.079
C -12.49455 6.29190 4.85925 0.0983 -0.3056 -1.0678 -0.379
C -11.71351 5.09053 4.23289 -0.2490 -0.8672 1.2681 -0.053
C -13.94443 6.28286 4.43411 -0.5387 1.7478 -0.4121 -0.199
C -14.60893 7.47673 4.08594 -0.0872 0.5574 -1.0877 -0.038
C -15.97083 7.51402 3.71213 1.0437 0.9352 -0.3565 -0.098
C -16.66846 6.34345 3.67995 -1.5169 -1.9322 1.3896 -0.296
C -18.16221 6.28768 3.45394 0.2198 0.3848 -0.4269 -0.057
C -16.06549 5.15742 4.13418 1.4284 0.7694 -0.6083 -0.020
C -14.71195 5.12990 4.45580 -0.7501 -0.2464 0.1069 -0.034
H -10.71906 7.48619 4.82180 -0.6443 0.4472 -0.3404 0.092
H -12.19723 8.47384 5.25007 0.3735 -0.8367 -0.4264 0.095
H -12.01380 7.90957 3.55624 0.7088 -0.0382 0.6856 0.068
H -12.56991 6.10125 5.89569 0.2591 -0.1122 1.4144 0.124
H -11.03857 5.41373 3.41303 -0.5978 -0.4955 0.3585 0.083
H -12.47220 4.31220 3.97803 0.8817 0.6794 -0.6762 0.058
H -11.13863 4.51545 5.02642 -0.1545 1.1142 -0.9153 0.097
H -14.09374 8.44080 3.89761 -0.0488 -0.7935 0.6858 0.092
H -16.41212 8.49555 3.37461 0.4165 -1.2357 0.6112 0.062
H -18.79176 6.10805 4.32221 0.3506 -0.1476 0.3140 0.093
H -18.50282 5.61220 2.67588 0.2089 -0.3180 -0.1735 0.067
H -18.39760 7.27560 3.13592 -0.7899 1.0491 -0.4205 0.023
H -16.59770 4.23503 4.13770 -0.5407 -0.4489 0.0797 0.108
H -14.25750 4.19199 4.74569 -0.0910 -0.0596 0.0743 0.111
S -19.29720 10.47633 0.02013 1.1391 0.2183 0.0371 0.577
C -20.78592 9.55650 -0.08379 -1.4955 2.6473 1.1631 -0.731
N -21.98267 10.17648 0.05110 2.1334 -3.9354 -1.1992 0.069
N -21.95447 11.50315 0.29653 0.3701 0.0030 3.1678 -0.079
C -21.94520 12.41204 -0.69672 -0.2138 0.1782 -1.3437 -0.329
C -21.38203 13.64601 -0.45000 -0.0596 0.7946 -0.7402 -0.041
C -21.20309 14.48053 -1.54876 -0.3867 0.4610 0.8543 -0.087
C -21.68277 14.12773 -2.79912 0.5828 0.2720 -0.8326 -0.107
C -22.30604 12.90435 -3.03193 -0.7617 -0.0166 1.0850 -0.074
C -22.44499 12.03748 -1.95291 0.6412 0.4580 -0.1160 -0.033
N -20.81148 8.21325 -0.20934 2.4889 -3.6562 -0.7599 0.040
N -19.70662 7.46540 -0.30698 -3.8456 2.9820 0.2225 -0.047
C -20.03473 6.09284 -0.40190 -1.3823 -0.2499 0.2919 -0.272
C -19.06227 5.10034 -0.40897 0.8244 -0.1631 -0.3673 -0.034
C -19.43746 3.74573 -0.28745 -1.0859 0.0421 0.0896 -0.052
C -20.81803 3.37926 -0.14828 1.2945 0.0904 -0.2006 -0.028
C -21.76360 4.42264 -0.22002 -1.1977 -1.5076 1.1445 -0.084
C -21.40900 5.72399 -0.33163 0.7585 1.1299 -0.2275 -0.026
H -21.69805 11.76519 1.25838 0.1997 -0.1475 -0.9201 0.160
H -21.13197 13.96832 0.55741 0.2100 -0.1791 -0.1571 0.115
H -20.77541 15.47281 -1.35903 -0.0696 -0.4492 -0.3671 0.113
H -21.47156 14.81616 -3.60650 -0.3170 -0.0104 -0.1409 0.099
H -22.87417 12.64269 -3.92284 0.6715 0.2524 -0.2110 0.109
H -22.87775 11.05753 -2.06508 -0.1951 -0.0722 -0.0405 0.100
H -17.99539 5.39536 -0.58240 -0.9726 -0.4339 0.3750 0.121
H -18.65101 2.99091 -0.27116 -0.3094 0.1512 -0.0366 0.107
H -21.12826 2.30218 0.01183 0.4776 1.5438 -0.2468 0.132
H -22.83526 4.25252 0.03706 0.9297 -0.2628 -0.6703 0.129
H -22.17590 6.50259 -0.32364 0.4005 -0.4366 0.0436 0.116
S -15.36350 10.16073 1.46627 -1.6248 0.4288 0.3545 0.612
C -14.18080 9.77797 0.35980 2.4935 0.3037 -1.3049 -0.834
N -13.14011 8.94583 0.66616 -1.7614 1.4816 -0.9736 0.040
C -12.45337 8.58968 -0.54001 1.4013 -0.6513 -0.8123 -0.132
C -12.81337 9.70373 -1.55100 -0.9949 -0.2574 0.0045 -0.090
N -13.96820 10.33958 -0.85226 -0.6992 -0.0119 0.6260 0.052
H -13.18486 8.37483 1.47253 -0.1394 -0.6274 0.6566 0.106
H -12.76033 7.58627 -0.87494 0.0356 0.3501 -0.0704 0.132
H -11.37264 8.57582 -0.36050 -0.1855 -0.1135 -0.1248 0.126
H -13.14418 9.33844 -2.53126 0.0335 -0.1475 0.4771 0.096
H -11.99193 10.37267 -1.74411 0.1910 0.5768 0.3690 0.116
H -14.59818 11.09619 -1.21472 0.9098 -1.3583 0.3784 0.163
C -20.62909 6.27088 -6.04948 -0.3028 -0.1213 0.1712 -0.040
C -19.63385 6.91392 -5.12833 0.5826 -0.0466 0.0350 -0.269
C -18.29542 6.60701 -5.31544 1.5432 0.0564 0.0336 -0.031
C -17.25011 7.40892 -4.83219 -1.5858 0.9172 1.8478 -0.009
C -17.58195 8.36504 -3.82676 -0.7827 -0.3629 -1.0286 -0.257
C -18.93638 8.64343 -3.61921 0.7593 0.5263 1.3592 -0.090
C -19.93353 7.94636 -4.23549 -1.6201 -0.3971 -0.9997 -0.043
S -16.35947 8.96659 -2.67372 0.3946 0.0088 -2.2599 0.536
O -16.65718 10.33206 -2.21102 0.2924 -1.7916 -0.0465 -0.366
O -15.08499 8.67035 -3.31867 -1.0089 0.6733 1.0661 -0.303
O -16.58037 7.93330 -1.53544 -0.3328 1.1085 1.0351 -0.589
H -20.31498 6.42392 -7.09644 -0.0288 -0.3502 0.4781 0.097
H -21.53352 6.84036 -5.93310 -0.7327 -0.0290 -0.0644 0.066
H -20.84989 5.20260 -5.84791 0.3036 0.5886 -0.1530 0.097
H -18.00441 5.67446 -5.79669 -0.1913 0.4511 -0.6964 0.124
H -16.25549 7.41610 -5.19167 0.9508 -0.8239 -0.0316 0.101
H -19.22266 9.42833 -2.92614 0.1422 0.0215 0.1184 0.094
H -21.00397 8.20410 -4.06496 0.9652 -0.0460 -0.1411 0.132
```
Forces are in eV/Å.

Calculated values
* energy: -3243.37624 hartree
* net charge: +1
* frontier orbital gap (spin up / spin down): 4.54 / 4.52 eV
* relative energy (zero: lowest compared OMol25 entry of this formula, charge and spin): 1.119 eV
* spin multiplicity: 1

=====

# 2
Here is a structure of composition C33H38Br3IrN8O4 from OMol25. Energies are from ωB97M-V with the def2-TZVPD basis set.

```
87
Properties=species:S:1:pos:R:3:forces:R:3:lowdin_charge:R:1
Ir 0.33167 -0.34396 -0.46028 0.7923 0.3445 -0.3818 1.404
C -1.43250 -0.32355 -3.60350 -0.0107 0.0343 -0.0037 -0.013
C -1.72646 0.78574 -2.64708 -0.0228 0.0466 0.1732 -0.273
C -2.68643 1.73820 -3.05622 0.0277 -0.0353 -0.0135 0.013
C -3.03497 2.78085 -2.25739 -0.0630 0.0849 -0.0481 0.021
C -2.40881 2.93193 -1.00522 -0.0326 -0.0750 0.1020 -0.169
C -2.69286 3.95834 -0.07373 0.0195 -0.0036 -0.0170 -0.611
Br -3.99741 5.25728 -0.46000 -0.0234 0.0047 -0.0044 0.855
C -2.02770 4.01238 1.11901 0.0308 -0.0257 0.0256 -0.130
C -1.02725 3.07283 1.41137 0.0330 0.1861 0.1572 -0.578
Br -0.11610 3.14793 3.05444 -0.0060 0.0218 -0.0523 0.866
C -0.68813 2.09254 0.51302 0.2837 -0.0006 0.0507 -0.426
O 0.31127 1.24052 0.70238 0.0469 0.5427 0.4484 -0.312
C -1.42907 1.97987 -0.66593 0.0090 0.1707 -0.5316 -0.181
N -1.11190 0.89467 -1.47119 -0.1159 -0.6374 -0.2550 0.023
H -2.21461 -1.08495 -3.54084 0.0205 -0.0102 -0.0002 0.094
H -0.47910 -0.78367 -3.40116 0.0685 -0.0178 -0.0826 0.023
H -1.43933 0.06169 -4.62246 -0.0374 0.0105 0.0115 0.104
H -3.14369 1.61441 -4.02815 0.0129 -0.0190 0.0060 0.130
H -3.77148 3.50511 -2.57910 -0.0232 -0.0284 0.0239 0.099
H -2.26001 4.78468 1.83866 0.0045 -0.0215 0.0154 0.113
O -7.17408 0.32856 1.29030 0.0212 0.0050 -0.0043 -0.022
C -6.69964 0.14848 2.60761 -0.0172 0.0046 -0.0043 -0.234
N -5.48825 -0.63190 2.54222 0.0121 0.0106 0.0199 0.101
C -4.31700 -0.04625 2.19419 0.0028 -0.0210 0.0642 -0.428
O -4.15060 1.15008 2.08280 0.0042 0.0429 -0.0521 0.106
C -3.15686 -0.97800 1.93604 -0.0617 -0.0602 -0.0317 -0.067
C -2.96990 -2.23024 2.49580 -0.0350 -0.0458 0.0245 0.030
C -1.85434 -2.96978 2.12310 0.0093 -0.0122 -0.0448 -0.006
C -0.95697 -2.43346 1.22335 -0.1373 -0.1053 0.0325 -0.105
N -1.11999 -1.20367 0.70804 -0.3767 0.3047 0.1788 -0.073
C -2.20019 -0.49786 1.06026 0.0281 -0.2294 0.0739 -0.014
H -7.73922 1.10725 1.25523 -0.0082 -0.0077 0.0131 0.100
H -7.41865 -0.40642 3.21176 -0.0099 0.0021 0.0166 0.132
H -6.46667 1.09691 3.08928 0.0180 0.0141 -0.0152 0.133
H -5.59582 -1.62341 2.40626 0.0232 -0.0058 -0.0023 0.140
H -3.66678 -2.62889 3.22293 -0.0073 -0.0044 -0.0219 0.133
H -1.67960 -3.95803 2.52421 0.0202 0.0148 0.0187 0.124
H -0.09139 -2.98896 0.89208 0.0323 0.0163 0.0168 0.086
H -2.32313 0.48876 0.64629 -0.1059 -0.1141 0.1104 0.106
Br 2.60838 -3.30354 -0.43786 0.0738 -0.0287 -0.0515 0.898
C 2.52927 -2.17536 1.06495 -0.1184 0.3002 0.0106 -0.710
C 3.33438 -2.55626 2.12130 0.0104 0.0128 -0.0069 -0.093
C 3.35755 -1.77520 3.26107 0.1165 -0.1202 0.0893 -0.011
C 2.57766 -0.63985 3.29072 -0.0523 0.1257 0.0140 -0.007
C 1.80349 -0.31849 2.19532 -0.0158 -0.2354 0.0234 -0.095
N 1.75630 -1.06548 1.06685 -0.0857 -0.7116 -0.2292 -0.078
H 3.93672 -3.44834 2.03818 -0.0275 -0.0130 -0.0168 0.111
H 3.97538 -2.05848 4.10302 0.0034 0.0154 -0.0086 0.132
H 2.55689 0.00850 4.15482 -0.0215 0.0238 -0.0194 0.127
H 1.19021 0.56502 2.19865 -0.0302 0.0226 0.0303 0.066
C 1.55110 1.89267 -2.07966 0.4183 0.0888 -0.1305 -0.114
C 2.67476 2.54285 -2.92784 -0.0990 -0.1546 0.1357 -0.127
N 3.85430 1.70379 -2.88751 0.3685 0.1315 -0.2773 -0.160
C 4.27157 1.51069 -1.51264 -0.2200 -0.1558 0.0702 -0.123
C 3.17863 0.72451 -0.73115 0.2928 0.1295 -0.2284 -0.128
N 1.98013 0.52822 -1.60230 -0.7577 0.4257 0.2741 -0.244
C 2.37794 -0.27634 -2.79010 0.3315 0.1076 -0.1027 -0.144
C 3.56913 0.42561 -3.51299 -0.1702 -0.0824 0.2083 -0.124
H 0.65610 1.77624 -2.67445 -0.0810 -0.0374 -0.0427 0.103
H 1.32058 2.48540 -1.19704 -0.0394 -0.0428 0.0256 0.120
H 2.92498 3.53289 -2.54822 -0.0190 0.0093 -0.0069 0.130
H 2.35992 2.64752 -3.96610 0.0020 0.0459 0.0010 0.128
H 4.44433 2.48609 -1.05946 0.0313 0.0015 0.0046 0.130
H 5.20984 0.95728 -1.50148 0.0315 0.0355 0.0249 0.128
H 2.86077 1.25525 0.16360 -0.0544 -0.0105 0.0150 0.113
H 3.55299 -0.25728 -0.45234 -0.0489 -0.0402 0.0079 0.100
H 1.51169 -0.37280 -3.44002 -0.0332 0.0565 -0.0051 0.097
H 2.66155 -1.26832 -2.44897 -0.0645 -0.0408 0.0583 0.061
H 3.33546 0.59120 -4.56388 0.0145 -0.0246 -0.0178 0.127
H 4.46239 -0.19613 -3.45754 0.0129 0.0009 -0.0372 0.128
N 0.14673 -1.99472 -1.65638 -0.4147 -0.0889 0.1784 -0.012
C -0.34342 -2.93769 -2.11343 0.2208 -0.1985 -0.0113 -0.236
N -0.86597 -4.00931 -2.62636 -0.0408 0.0636 0.0056 -0.050
C -2.32599 -4.12463 -2.82758 0.0381 -0.0367 -0.0462 -0.090
C -2.74816 -5.52133 -2.41015 0.0136 -0.0618 0.0322 -0.179
O -2.00707 -6.49103 -3.11747 0.0168 0.0434 -0.0235 -0.102
C -0.62858 -6.42205 -2.81537 -0.0451 -0.0354 0.0379 -0.173
C -0.04960 -5.08158 -3.23324 -0.0149 -0.0047 -0.0128 -0.078
H -2.54822 -3.97390 -3.88652 -0.0013 0.0392 0.0005 0.140
H -2.83157 -3.36379 -2.23391 0.0155 0.0125 0.0079 0.132
H -3.79807 -5.68042 -2.64752 -0.0032 -0.0093 -0.0067 0.141
H -2.60437 -5.64878 -1.32884 -0.0102 0.0049 0.0037 0.132
H -0.14134 -7.22134 -3.36961 0.0104 -0.0116 0.0122 0.142
H -0.46823 -6.58489 -1.74192 0.0011 0.0066 0.0040 0.134
H -0.09246 -4.97829 -4.31936 0.0164 0.0282 -0.0062 0.142
H 0.98185 -4.98157 -2.89960 0.0026 0.0311 -0.0043 0.123
```
Forces are in eV/Å.

Calculated values
* energy: -9845.27153 hartree
* net charge: +2
* frontier orbital gap: 7.41 eV
* relative energy (zero: lowest compared OMol25 entry of this formula, charge and spin): 0.213 eV
* spin multiplicity: 1